# 1
# C15H27Cl10CrO12

A molecular structure, C15H27Cl10CrO12 in a non-equilibrium geometry (the ωB97M-V functional and the def2-TZVPD basis, the Open Molecules 2025 dataset).

```
65
Properties=species:S:1:pos:R:3:forces:R:3
Cr -0.55118 1.25051 -0.32202 1.187 -1.586 0.175
Cl 0.39076 -1.07744 -0.02725 -0.327 0.336 -0.221
C 1.46481 4.04475 -2.80726 -0.056 -0.804 -2.144
O 2.62675 3.31568 -2.37137 -0.322 -1.476 2.906
C 2.38663 2.22657 -1.53969 3.912 0.322 -2.055
O 1.30663 1.88217 -1.17475 -1.867 -0.276 0.678
O 3.57771 1.55569 -1.34010 -2.222 1.616 -0.596
C 3.58800 0.26952 -0.66279 -0.127 0.165 0.111
H 0.86808 3.29357 -3.32470 -0.385 0.195 -0.099
H 1.88997 4.68906 -3.57682 -0.183 0.134 0.173
H 0.77673 4.62988 -2.19712 0.785 -0.235 1.049
H 2.93891 -0.46937 -1.13269 -0.102 0.279 -0.057
H 3.29112 0.40257 0.37752 0.000 -0.047 -0.086
H 4.62526 -0.06027 -0.72131 -0.133 0.168 0.019
C -3.36785 -1.86669 0.85387 0.621 1.232 -1.446
O -3.72795 -0.75875 1.74745 0.591 0.777 0.798
C -3.06358 0.40235 1.67199 -0.453 -0.995 -1.531
O -2.18296 0.58120 0.78306 -1.351 0.712 1.666
O -3.58165 1.29158 2.54059 1.259 -0.948 -1.035
C -3.00560 2.62385 2.57069 0.125 0.001 -0.645
H -3.78042 -2.84699 1.09240 -0.106 0.605 0.915
H -2.28891 -1.88276 0.69978 0.045 -0.222 0.423
H -3.76878 -1.57786 -0.11769 -0.170 -0.149 -0.048
H -1.91656 2.59276 2.53711 -0.009 -0.233 0.443
H -3.40057 3.12694 3.45330 0.146 -0.311 -0.093
H -3.29387 3.17599 1.67619 -0.345 -0.064 0.000
C 1.80555 0.02708 3.17385 -0.512 0.677 -1.385
O 1.89955 1.48408 3.19215 0.622 -0.391 0.841
C 1.24382 2.27799 2.41323 -1.769 -1.547 -1.260
O 0.50502 1.92761 1.43293 1.437 1.398 2.240
O 1.42217 3.48306 2.88381 -0.268 -0.860 0.638
C 0.90759 4.59812 2.22853 0.650 0.818 -1.253
H 0.74069 -0.19719 3.11161 0.204 -0.411 0.075
H 2.29089 -0.39154 4.05550 -0.099 0.501 -0.114
H 2.30345 -0.24750 2.24391 -0.140 -0.608 0.226
H 1.36153 4.54914 1.23876 -0.174 0.672 -0.245
H 1.32756 5.42036 2.80788 -0.432 0.184 -0.335
H -0.17401 4.65008 2.10393 -0.013 -0.231 0.447
C 0.95572 -0.11123 -4.73086 -1.107 1.246 1.262
O -0.43903 -0.56372 -4.59629 -1.452 0.855 1.396
C -1.29314 -0.06973 -3.62258 0.290 -1.551 1.117
O -1.01417 0.72110 -2.70598 -0.095 -0.378 -1.388
O -2.46034 -0.77306 -3.66232 1.361 0.453 -0.995
C -3.69090 -0.42538 -2.95954 1.300 0.766 -0.020
H 1.51921 -0.28173 -3.81352 0.015 -0.913 -0.141
H 0.94386 0.97867 -4.73950 -0.073 0.123 -0.670
H 1.36886 -0.53194 -5.64761 -0.264 -0.107 0.382
H -3.49181 -0.29159 -1.89626 0.058 0.009 -0.018
H -4.39778 -1.24268 -3.10252 0.314 0.116 -0.252
H -4.02936 0.51676 -3.39072 -0.349 -0.156 0.115
C -0.18917 -4.23118 -2.67556 -1.164 -0.331 -0.750
Cl -0.35336 -5.96149 -2.14752 0.634 1.302 -0.206
Cl -1.72329 -3.86312 -3.60101 0.609 0.014 0.793
Cl 1.12765 -3.85733 -3.77144 0.422 -0.501 0.088
H -0.05664 -3.52895 -1.85251 -0.445 -0.457 0.195
C -0.93537 -2.83810 4.78511 -0.510 -1.289 0.271
Cl -1.88218 -3.86878 3.62222 0.724 0.414 0.589
Cl -1.58472 -1.22998 4.74495 0.203 0.764 -0.196
Cl 0.80588 -3.01175 4.56253 -0.326 0.284 -0.352
H -1.11642 -3.20345 5.79597 -0.174 -0.150 -0.367
C 2.82140 -4.07187 1.11611 -0.713 -0.718 0.864
Cl 2.51478 -5.69492 0.41823 0.389 0.772 -0.214
Cl 3.92934 -3.02730 0.24093 -0.374 -0.330 -0.225
Cl 3.40392 -4.28697 2.77275 0.417 -0.062 0.259
H 1.83189 -3.64610 1.28248 0.289 0.423 -0.711
```
Positions in Å, forces in eV/Å.

Output
Multiplicity ... 5
Net charge ... +1
E_LUMO (spin up / spin down) ... -3.3 / -3.2 eV
HOMO-LUMO gap (spin up / spin down) ... 8.53 / 8.99 eV

# 2
# C15H27ClFKLiMgN4Na2O9

A molecular structure, C15H27ClFKLiMgN4Na2O9 in a non-equilibrium geometry (the ωB97M-V functional and the def2-TZVPD basis, the Open Molecules 2025 dataset).

```
62
Properties=species:S:1:pos:R:3:forces:R:3
C -0.42049 3.07088 0.47245 0.885 -0.932 0.509
C -1.42324 1.76121 0.54902 -1.748 1.070 0.353
N -1.05064 0.63135 -0.38570 0.530 -0.641 0.149
C -0.08401 -0.35324 0.23591 0.246 -1.347 1.784
O -0.86258 -1.08237 1.26644 2.036 1.464 0.443
C 1.36576 0.19990 0.82259 -1.610 -0.789 -1.553
C 2.19783 0.17888 -0.58956 2.086 -0.856 2.030
N 1.69520 0.95219 -1.78842 0.129 0.055 -0.098
C 3.69349 0.66667 -0.13046 0.361 -0.918 -0.229
N 3.72224 2.16265 0.11127 -0.900 0.628 -0.317
C 1.92356 -1.38123 -1.00982 1.706 -3.452 -0.689
O 2.73157 -2.33148 -1.51489 -6.540 6.256 3.914
N 0.42552 -1.50178 -0.66039 1.500 1.670 -1.763
H -0.94855 4.06389 0.14246 0.961 -1.982 0.777
H 0.07462 3.18353 1.54481 -1.064 0.181 -2.351
H 0.48907 2.81828 -0.25717 -1.794 0.581 1.546
H -1.58729 1.39325 1.66407 0.554 0.762 -2.345
H -2.49089 2.15691 0.19339 2.268 -1.044 0.785
H -1.92001 0.09235 -0.67615 1.402 0.822 0.818
H -0.31622 -1.09826 2.11277 -1.112 -0.165 -1.582
H 1.36812 1.16981 1.48361 -0.137 -1.958 -1.558
H 1.77086 -0.72952 1.42195 -0.598 2.038 -1.038
H 2.44958 1.49257 -2.26908 -0.665 -1.455 1.025
H 1.20562 0.31192 -2.45141 0.468 0.810 0.530
H 3.92932 0.12033 0.89233 -0.074 1.336 -2.342
H 4.52451 0.42983 -0.92200 -1.523 0.164 1.608
H 3.35768 2.70998 -0.70539 -0.122 -0.884 0.776
H 3.14794 2.45206 0.93340 0.359 -0.672 -0.847
H -0.13335 -1.57780 -1.54027 0.482 -0.482 1.077
Na -0.15583 2.62213 -2.44749 -0.661 -0.352 0.552
F 4.71490 -2.13580 -2.76066 0.790 0.569 -0.749
Li 5.14940 3.59422 0.55450 0.992 -1.678 0.788
O 6.24981 1.26783 1.56792 -0.592 2.513 -0.527
H 6.12331 0.36263 1.78659 -0.051 -1.118 0.425
K 2.87592 2.96769 -3.96127 0.626 0.600 -0.945
O 6.95157 3.78160 5.19895 -1.568 -3.553 -1.032
C 6.34179 2.67730 4.74484 -1.938 6.682 -1.313
C 7.06688 1.38402 5.34928 2.288 -6.592 1.150
O 6.46349 0.27958 4.88742 1.324 3.671 1.178
H 6.32807 2.52675 3.65083 1.310 -0.695 -0.191
H 5.27187 2.55889 4.99027 0.225 -0.044 1.019
H 7.07215 1.53161 6.44366 -1.239 0.210 -0.160
H 8.13886 1.50564 5.11249 -0.412 0.057 -1.019
C -6.08366 -2.42304 -1.90708 -0.155 -0.048 -0.124
C -5.19743 -2.06764 -0.89068 0.061 -0.035 -0.082
C -3.84860 -2.40764 -0.98998 0.032 -0.064 -0.285
C -3.38378 -3.09511 -2.11151 0.368 0.194 0.360
C -4.26939 -3.44718 -3.12966 -0.117 0.625 0.272
C -5.61997 -3.11532 -3.02599 -0.355 0.101 0.076
H -7.13543 -2.16087 -1.82774 0.014 0.009 0.096
H -5.55845 -1.52591 -0.02000 -0.086 -0.127 -0.173
H -3.15957 -2.13647 -0.19473 -0.034 -0.110 -0.039
H -2.33176 -3.35586 -2.19135 -0.073 -0.027 0.029
H -3.90668 -3.98149 -4.00436 0.238 0.726 -0.551
H -6.31062 -3.39461 -3.81680 0.001 0.090 0.093
Na 3.15668 -1.07758 -3.27428 0.653 -0.526 -0.641
Mg -4.30753 -5.67103 -3.01043 -0.255 -1.252 0.540
O -8.76196 -0.55381 -0.42469 0.527 -0.004 -0.062
Cl -9.89420 -1.40534 -0.73365 -1.408 0.118 0.176
O -11.00323 -1.07039 0.13830 0.670 -0.145 -0.379
O -9.52428 -2.79310 -0.53364 0.373 0.016 -0.107
O -10.28758 -1.20446 -2.11480 0.367 -0.071 0.212
```
Positions in Å, forces in eV/Å.

Output
Net charge ... +1
E_LUMO ... -7.1 eV
HOMO-LUMO gap ... 1.39 eV

# 3
# C15H27F3O12S3

6 unconnected molecules or ions with the total composition C15H27F3O12S3 in a non-equilibrium geometry (the ωB97M-V functional and the def2-TZVPD basis, the Open Molecules 2025 dataset).

```
60
Properties=species:S:1:pos:R:3:forces:R:3
C -1.55126 -4.92560 0.24275 0.580 1.851 1.362
C -1.99933 -3.45113 0.13010 -1.209 -1.556 0.692
O -0.83208 -2.70825 -0.06085 -1.471 0.173 0.226
C 0.17767 -3.45831 0.41428 3.010 -0.121 1.107
O 1.29214 -3.09263 0.70316 -1.664 0.298 -0.769
O -0.19487 -4.71389 0.57541 0.811 -1.103 0.094
F -2.62761 -3.13500 1.37375 0.927 0.272 -1.040
H -1.57730 -5.51605 -0.65809 -0.557 -0.271 -0.134
H -1.99389 -5.29496 1.17222 -0.397 -0.636 -0.731
H -2.76272 -3.36096 -0.61058 -0.032 1.012 -0.571
C -1.36193 -2.55456 -4.73146 1.301 -1.582 1.298
C -0.57079 -3.49880 -3.68090 -0.342 0.730 -2.684
O -0.01575 -2.61232 -2.82372 -0.230 0.724 0.652
C 0.03103 -1.37241 -3.38944 -0.439 -0.264 -0.757
O 0.58943 -0.47870 -2.86873 0.158 0.861 0.066
O -0.63701 -1.33626 -4.60276 0.532 -0.190 1.491
F 0.52730 -4.06764 -4.34346 -1.007 -0.436 0.161
H -2.37581 -2.42330 -4.36026 -0.110 -0.034 -0.356
H -1.23291 -2.96733 -5.73452 -0.306 0.242 0.157
H -1.19995 -4.24736 -3.20067 0.371 -0.082 0.023
C 1.07954 -0.10398 0.78445 -0.190 1.390 -0.219
C -0.07976 0.11265 1.77353 0.394 -1.789 -1.202
O -0.65327 1.28755 1.35284 0.300 1.504 0.119
C 0.33781 2.06185 0.76398 1.272 -0.111 -0.460
O 0.35058 3.24646 0.65595 -0.698 -0.473 0.108
O 1.34379 1.25844 0.31894 -1.013 0.196 0.937
F 0.34431 0.18371 3.08317 -0.279 0.116 -0.648
H 0.80824 -0.65778 -0.11735 0.022 -0.259 0.476
H 1.97318 -0.43363 1.28366 0.026 -0.451 0.050
H -0.80706 -0.68574 1.61199 -0.086 0.040 0.821
C -3.08125 0.58096 -2.86636 2.497 1.702 -1.825
S -3.77532 -0.62367 -1.92282 -3.151 0.183 1.333
O -3.09921 -1.90284 -2.12422 1.415 -1.423 -0.299
C -3.33704 0.08429 -0.34680 0.209 -0.116 -0.188
H -3.18972 0.37348 -3.94135 -0.077 0.015 0.388
H -1.99710 0.73321 -2.64733 -0.569 -0.277 -0.178
H -3.56587 1.51276 -2.62477 -0.385 0.346 -0.030
H -2.27325 0.22397 -0.25635 0.511 -0.207 0.045
H -3.72986 -0.59192 0.38225 -0.056 -0.380 0.672
H -3.79421 1.05282 -0.21799 -0.389 0.252 -0.139
C 0.36884 5.98850 3.68145 -0.970 -0.590 1.076
S -0.58596 7.37206 3.03988 -0.735 -1.398 1.118
O 0.37158 8.30442 2.47114 0.998 1.155 -0.893
C -1.19798 6.27898 1.77384 0.226 0.211 -0.330
H 1.02704 6.34949 4.43123 1.027 0.504 0.344
H 0.83790 5.41851 2.89234 0.379 0.104 -0.122
H -0.28817 5.31574 4.25810 -0.105 0.157 -0.438
H -0.28156 5.88454 1.30874 -0.737 0.109 -0.423
H -1.88138 6.81340 1.12725 0.086 0.011 -0.376
H -1.72711 5.49260 2.29358 -0.164 -0.305 0.007
C 4.32996 -0.52605 0.13100 0.467 -0.024 -0.977
S 4.25897 -1.11295 1.77751 -1.452 -0.990 0.189
O 4.74096 -2.50589 1.72722 0.333 -0.577 0.184
C 5.44254 -0.17944 2.61052 1.554 0.547 1.815
H 4.18207 0.55666 0.14570 0.067 -0.084 -0.334
H 3.48760 -1.03313 -0.35722 0.145 0.278 -0.002
H 5.25450 -0.87137 -0.38459 -0.442 0.481 0.496
H 5.37025 -0.47638 3.68736 -0.258 0.312 -0.794
H 5.28579 0.90047 2.53612 -0.044 -0.180 -0.099
H 6.46523 -0.46735 2.35721 -0.055 0.134 -0.487
```
Positions in Å, forces in eV/Å.

Output
Net charge ... 0
E_LUMO ... 0.1 eV
HOMO-LUMO gap ... 8.71 eV